Density functional theory data (ωB97M-V/def2-TZVPD) for a 8-piece molecular cluster, C58H58F7NO2 overall at a distorted geometry.

```
126
Properties=species:S:1:pos:R:3:forces:R:3:mulliken_charge:R:1
C -0.494496 3.507076 -2.082759 -1.3 -0.9 0.0 -1.0578
C -1.233210 2.071677 -2.003108 1.2 0.9 -0.2 -0.0688
C -0.657928 1.155445 -3.222590 -2.0 -0.5 1.2 -0.1686
C -0.673138 -0.357134 -2.699617 0.6 -0.8 0.2 -0.1035
C 0.668327 -1.176554 -2.989449 -0.5 0.1 -1.2 -0.9196
C 2.024155 -0.394931 -2.675901 0.0 -1.1 0.3 -0.2591
C 2.001952 0.518472 -1.366169 1.8 0.0 -0.2 0.5014
C 3.140203 0.027378 -0.306640 -2.0 0.3 1.3 -1.0742
C 2.335019 -0.878191 0.751183 0.6 -2.1 -0.7 0.4140
C 2.179537 -2.270312 0.574357 -0.8 2.6 1.6 -0.4234
C 1.303254 -2.992861 1.702842 0.0 -0.7 -0.4 -0.0106
O 1.552681 -4.125071 2.141894 -0.8 3.0 -1.3 -0.4860
C 0.038141 -2.138857 2.196391 0.1 2.5 0.7 0.5401
C -1.379707 -2.780625 2.511305 -0.1 -0.1 -0.9 -0.5507
C -2.399880 -2.195150 1.411529 -0.9 -0.2 0.8 0.1132
N -3.654592 -1.931875 1.672823 2.9 -0.2 -1.3 -0.6478
C 0.187044 -0.738896 2.364776 1.3 -2.8 -0.9 -0.0882
C 1.648616 -0.179346 2.020708 -0.3 0.8 0.3 -0.0193
O 2.185366 0.738426 2.658241 -1.3 -2.4 -1.9 -0.5731
H 0.599379 3.319882 -1.848628 -1.3 0.6 -0.4 0.1390
H -0.655178 3.887686 -3.147826 0.5 -0.2 1.5 0.2901
H -0.991021 4.207729 -1.327908 1.0 -0.7 -1.1 0.3384
H -0.951165 1.643377 -0.974741 -0.5 0.3 -1.5 -0.0851
H -2.372682 2.180816 -2.045735 1.7 -0.2 0.0 0.3757
H -1.457614 1.219362 -4.040604 1.6 0.1 0.9 0.3194
H 0.341491 1.517263 -3.614694 -1.1 -0.5 0.6 0.0756
H -0.847819 -0.416290 -1.564321 0.2 0.4 -1.6 -0.2978
H -1.530047 -0.955356 -3.162258 1.0 0.9 0.5 0.4408
H 0.674619 -1.390812 -4.120812 0.1 0.2 1.6 0.3121
H 0.586869 -2.202711 -2.495156 0.3 1.4 -0.4 0.3141
H 2.830258 -1.196587 -2.500192 -1.1 1.1 -0.4 0.4738
H 2.360489 0.157296 -3.619834 -0.6 -0.5 1.5 -0.3048
H 1.030180 0.507024 -0.786412 1.0 0.3 -1.1 -0.2196
H 2.335432 1.570414 -1.675214 -1.0 -1.3 0.5 0.1252
H 3.992768 -0.528056 -0.799299 -1.0 0.7 0.7 0.4740
H 3.455332 0.961870 0.261859 0.1 -1.4 -0.7 0.3533
H 2.621148 -2.807826 -0.314498 -0.5 0.4 1.4 0.4284
H -1.351293 -3.919899 2.413882 0.1 1.5 0.0 0.2634
H -1.756313 -2.573303 3.567665 0.6 0.0 -1.5 0.2705
H -1.935107 -2.038824 0.372903 -0.6 -0.2 1.4 0.1919
H -4.048052 -1.557411 0.784835 0.0 -0.3 0.8 0.2923
H -0.667511 -0.065373 2.702479 1.7 -1.1 -0.4 0.3989
F -2.171658 0.968514 2.844786 -0.3 0.1 -0.1 -0.2601
C -2.365546 1.839635 3.853859 -0.2 0.6 0.7 0.4735
C -2.533528 3.183158 3.565414 0.0 0.0 -0.3 -0.6087
C -2.737870 4.083360 4.604410 0.0 -0.2 0.2 -0.4295
C -2.761183 3.630575 5.920901 0.0 0.0 0.0 -0.6340
C -2.586507 2.278116 6.198268 0.0 0.2 -0.2 -0.4639
C -2.392893 1.375545 5.158318 0.1 -0.2 0.0 -0.2861
H -2.503904 3.518207 2.535122 0.0 0.0 0.0 0.5066
H -2.877853 5.136842 4.388971 0.0 -0.1 0.0 0.4512
H -2.916070 4.334627 6.731589 0.0 -0.1 -0.1 0.3751
H -2.600822 1.927021 7.223986 0.0 0.0 -0.1 0.3714
H -2.263651 0.317723 5.354630 0.0 0.0 0.0 0.4355
F 0.028591 -10.745030 2.900638 -0.1 -0.2 0.0 -0.3286
C 0.515412 -9.497027 3.017139 0.3 0.8 0.1 0.2517
C 1.330068 -9.181711 4.092791 0.0 -0.2 0.1 -0.1571
C 1.837350 -7.891736 4.209571 -0.2 0.0 -0.3 -0.6807
C 1.515499 -6.929716 3.255735 0.1 0.0 0.2 -0.3607
C 0.692617 -7.257249 2.183204 0.1 -0.2 0.2 -0.3636
C 0.193540 -8.549657 2.059155 -0.1 -0.1 -0.1 -0.4586
H 1.563421 -9.940855 4.830095 0.0 0.0 -0.1 0.4957
H 2.482059 -7.636073 5.043084 -0.1 0.0 -0.1 0.3618
H 1.907004 -5.924798 3.349484 -0.1 -0.2 0.0 0.4803
H 0.439917 -6.505623 1.443668 0.1 -0.1 0.1 0.3415
H -0.441625 -8.824515 1.225402 0.0 0.0 0.1 0.4094
F 0.248824 6.026955 0.893923 0.0 -0.1 -0.1 -0.2351
C 0.059299 6.900995 1.896341 -0.1 0.5 0.6 0.1760
C -0.107426 8.244866 1.603762 0.0 0.1 -0.3 -0.4441
C -0.308481 9.148505 2.641961 0.0 -0.3 0.2 -0.5343
C -0.329875 8.699097 3.960169 0.0 0.1 0.0 -0.4526
C -0.156317 7.347180 4.240983 0.0 0.2 -0.2 -0.5074
C 0.033938 6.441740 3.203011 0.0 -0.3 0.0 -0.3906
H -0.079411 8.576292 0.571843 0.0 -0.1 0.3 0.6893
H -0.447708 10.201618 2.424485 0.0 -0.1 0.0 0.3959
H -0.482463 9.405562 4.769351 0.0 -0.1 -0.1 0.3754
H -0.169089 6.998711 5.267917 0.0 0.0 -0.1 0.3994
H 0.162103 5.384092 3.402297 0.0 0.0 0.0 0.5559
F 2.629527 1.881801 -5.341099 -0.1 0.1 0.1 -0.2052
C 3.605793 1.590332 -6.216845 0.6 -0.2 -0.5 0.3172
C 3.418415 1.867683 -7.561074 -0.2 0.1 0.0 -0.4880
C 4.431109 1.570378 -8.466353 0.1 -0.1 0.3 -0.3276
C 5.614589 0.989603 -8.018343 0.0 0.0 -0.1 -0.4920
C 5.788888 0.711258 -6.666353 -0.2 0.1 -0.2 -0.3881
C 4.781234 1.018189 -5.758694 0.0 0.0 0.2 -0.3580
H 2.487332 2.312243 -7.891997 0.0 0.0 0.1 0.4097
H 4.298348 1.790177 -9.519684 0.0 0.0 0.1 0.3598
H 6.402241 0.754067 -8.726088 -0.1 0.0 0.1 0.3588
H 6.709408 0.255240 -6.319372 -0.1 0.1 0.0 0.3543
H 4.903080 0.816536 -4.700969 0.0 0.0 0.0 0.4336
F 0.413109 9.221765 -1.238298 -0.1 0.2 -0.2 -0.2743
C 1.385562 8.914430 -2.115184 0.7 -0.2 -0.6 0.3726
C 1.191712 9.170435 -3.462558 -0.2 0.1 0.0 -0.5059
C 2.199328 8.857002 -4.368019 0.1 -0.1 0.3 -0.4214
C 3.384039 8.281640 -3.916587 0.0 0.0 -0.1 -0.5027
C 3.564622 8.024813 -2.561073 -0.2 0.1 -0.2 -0.4390
C 2.562105 8.347916 -1.653570 0.0 0.0 0.2 -0.2238
H 0.259631 9.611083 -3.795917 0.0 0.0 0.1 0.4115
H 2.061594 9.060022 -5.424082 0.0 0.0 0.1 0.3582
H 4.167801 8.033420 -4.624364 -0.1 0.0 0.1 0.3725
H 4.486077 7.572909 -2.211305 -0.1 0.1 0.0 0.3697
H 2.688773 8.163044 -0.593360 -0.1 0.0 0.0 0.4535
F -1.992044 -12.810563 9.819175 0.0 0.0 0.1 -0.3117
C -1.512621 -12.524779 8.597706 0.3 0.2 -0.7 0.1981
C -0.536194 -11.551495 8.461176 0.1 0.1 0.2 -0.4208
C -0.036328 -11.259340 7.196746 -0.3 -0.3 -0.1 -0.2214
C -0.526261 -11.936040 6.082903 0.1 0.1 -0.1 -0.1001
C -1.510485 -12.908013 6.232276 0.2 0.2 0.2 -0.5108
C -2.003236 -13.208756 7.497365 -0.1 -0.1 0.1 -0.3309
H -0.173154 -11.029670 9.338662 0.0 -0.1 0.0 0.3935
H 0.733516 -10.504752 7.079323 -0.1 0.0 0.1 0.3144
H -0.139261 -11.704608 5.096847 -0.1 0.0 0.1 0.2316
H -1.893944 -13.431317 5.363453 0.0 0.0 0.1 0.3728
H -2.763348 -13.968737 7.633511 0.0 0.1 0.0 0.4013
F -3.651538 1.532865 -3.869389 -0.1 0.0 0.1 -0.1326
C -4.402255 1.332355 -4.965638 -0.5 -0.1 -0.7 0.3676
C -4.142665 0.239115 -5.775992 0.2 -0.1 0.1 -0.2498
C -4.922578 0.028601 -6.907805 -0.1 0.3 0.1 -0.4714
C -5.945507 0.919373 -7.221513 0.0 0.0 0.0 -0.5146
C -6.193196 2.016520 -6.402316 0.2 -0.2 0.0 -0.3934
C -5.421045 2.221936 -5.264421 0.0 0.2 0.1 -0.4816
H -3.336733 -0.438819 -5.519961 0.0 0.0 0.0 0.4009
H -4.733296 -0.827919 -7.544999 0.0 0.1 0.1 0.3563
H -6.550555 0.756650 -8.107080 0.1 0.0 0.1 0.3591
H -6.987564 2.711702 -6.650055 0.1 -0.1 0.1 0.3543
H -5.605293 3.065823 -4.610357 0.1 0.0 0.0 0.4066
```
Positions in Å, forces in eV/Å.

Results
Net charge: 0
Gap between HOMO and LUMO: 8.16 eV
Energy above the lowest of the compared OMol25 structures with the same formula, charge and spin: 3.030 eV
Calculated total energy: -85688.7289 eV
SMILES: [H]/N=C/CC1=CC(=O)C(CCCCCCCC)=CC1=O.Fc1ccccc1.Fc1ccccc1.Fc1ccccc1.Fc1ccccc1.Fc1ccccc1.Fc1ccccc1.Fc1ccccc1